The following is a quantum chemistry calculation of a structure of composition C45H44As2O2PdS2, from OMol25.

The geometry in XYZ format:
```
96
Properties=species:S:1:pos:R:3:forces:R:3
Pd -1.536 -0.940 0.119 -0.0248 0.0678 0.0154
C -4.848 1.028 2.010 0.0254 0.0074 0.0159
As -3.737 0.151 0.652 -0.0739 0.0643 0.0076
C -4.723 0.657 -0.948 -0.0017 -0.0161 -0.0068
C -4.170 -1.746 0.845 -0.0081 -0.0492 -0.0460
C -5.563 -2.227 0.628 0.0269 0.0622 0.0043
C -5.884 -3.545 0.625 0.0016 -0.0461 0.0036
C -5.005 -4.650 0.786 0.0092 0.0105 -0.0028
C -3.593 -4.716 0.681 -0.0058 0.0088 0.0019
C -2.734 -3.750 0.242 -0.0084 0.0493 -0.0010
As -0.836 -4.014 0.001 -0.0498 -0.0981 -0.0418
C -0.640 -5.957 0.256 0.0027 0.0008 0.0258
C -0.869 -4.067 -1.969 0.0181 0.0265 0.0023
H -5.849 0.595 2.011 0.0007 -0.0083 -0.0164
H -4.909 2.091 1.781 -0.0090 0.0014 0.0139
H -4.390 0.905 2.991 -0.0037 0.0073 -0.0008
H -5.799 0.574 -0.801 0.0001 -0.0017 0.0036
H -4.413 0.010 -1.768 0.0007 0.0021 -0.0015
H -4.455 1.683 -1.197 0.0063 -0.0013 -0.0031
H -6.362 -1.501 0.507 -0.0064 -0.0083 0.0045
H -6.937 -3.796 0.544 0.0029 -0.0122 0.0017
H -5.491 -5.601 0.976 -0.0043 0.0011 -0.0036
H -3.173 -5.693 0.903 -0.0146 -0.0087 0.0073
H -1.373 -6.509 -0.332 -0.0019 0.0037 -0.0067
H -0.756 -6.207 1.310 0.0076 -0.0059 -0.0039
H 0.362 -6.249 -0.060 0.0005 -0.0012 0.0016
H -1.547 -4.846 -2.316 -0.0070 -0.0085 0.0226
H 0.136 -4.264 -2.348 -0.0056 0.0029 -0.0083
H -1.205 -3.098 -2.337 0.0020 -0.0031 0.0016
C 6.536 -4.013 0.162 -0.0209 0.0078 0.0079
C 5.306 -3.152 0.261 -0.0018 -0.0238 0.0002
C 5.398 -1.766 0.123 0.0088 -0.0051 -0.0028
C 4.280 -0.962 0.241 -0.0196 0.0403 -0.0049
C 3.050 -1.552 0.497 -0.0033 -0.0447 0.0187
C 2.932 -2.922 0.656 -0.0207 0.0199 -0.0101
C 4.064 -3.717 0.527 0.0158 0.0167 -0.0036
S 1.609 -0.508 0.688 0.0859 0.0850 0.0392
O 2.059 0.698 1.433 -0.0576 -0.0826 -0.0427
C 1.402 -0.099 -1.057 -0.0113 -0.0045 -0.0364
C 1.103 -1.213 -1.879 0.0189 -0.0440 0.0075
C 0.799 -1.036 -3.191 -0.0023 0.0099 -0.0163
C 0.753 0.265 -3.748 0.0119 0.0385 0.0160
C 0.421 0.472 -5.108 -0.0060 -0.0209 -0.0025
C 0.364 1.732 -5.628 -0.0017 0.0197 -0.0084
C 0.631 2.847 -4.806 -0.0083 -0.0091 -0.0104
C 0.955 2.678 -3.491 0.0171 -0.0141 0.0271
C 1.035 1.380 -2.924 -0.0203 0.0033 -0.0302
C 1.374 1.178 -1.545 0.0129 0.0482 0.0485
C 1.676 2.396 -0.729 -0.0439 0.0129 -0.0005
C 2.958 3.006 -0.844 0.0186 0.0189 0.0114
C 3.990 2.440 -1.636 0.0095 0.0019 0.0105
C 5.218 3.033 -1.709 -0.0101 -0.0068 -0.0032
C 5.478 4.225 -0.999 0.0062 0.0009 -0.0022
C 4.501 4.795 -0.236 0.0022 0.0065 0.0057
C 3.218 4.204 -0.139 0.0142 -0.0330 -0.0321
C 2.190 4.787 0.644 -0.0074 0.0198 0.0073
C 0.970 4.194 0.742 -0.0099 0.0199 0.0193
C 0.720 2.986 0.057 0.0541 -0.0886 -0.0791
S -0.838 2.106 0.195 -0.1332 -0.0303 -0.0037
O -1.835 2.777 -0.685 0.0720 -0.0246 0.0370
C -1.254 2.562 1.873 0.0396 -0.0119 0.0343
C -2.308 3.432 2.078 -0.0314 0.0229 -0.0370
C -2.676 3.756 3.377 0.0097 -0.0127 0.0165
C -2.003 3.214 4.467 0.0068 -0.0007 -0.0031
C -2.390 3.587 5.872 0.0062 -0.0126 -0.0123
C -0.947 2.333 4.230 -0.0260 0.0214 -0.0010
C -0.567 2.000 2.941 0.0162 -0.0034 -0.0017
H 7.263 -3.586 -0.527 0.0000 -0.0009 -0.0022
H 6.287 -5.018 -0.177 0.0079 -0.0013 -0.0004
H 7.018 -4.103 1.138 0.0075 -0.0024 -0.0047
H 6.363 -1.316 -0.079 -0.0037 0.0069 0.0012
H 4.349 0.116 0.152 0.0124 -0.0035 -0.0010
H 1.964 -3.357 0.873 0.0029 -0.0064 0.0030
H 3.979 -4.791 0.643 -0.0005 0.0003 0.0030
H 1.128 -2.207 -1.450 -0.0064 0.0083 0.0004
H 0.576 -1.888 -3.822 0.0034 -0.0028 0.0054
H 0.207 -0.391 -5.727 0.0042 -0.0027 0.0056
H 0.105 1.881 -6.668 -0.0001 0.0006 0.0010
H 0.569 3.844 -5.220 -0.0010 0.0012 0.0032
H 1.142 3.541 -2.866 0.0013 0.0037 -0.0059
H 3.795 1.526 -2.183 -0.0004 -0.0018 0.0000
H 5.997 2.590 -2.317 -0.0006 0.0024 0.0010
H 6.454 4.687 -1.066 0.0002 -0.0013 0.0009
H 4.693 5.711 0.310 -0.0052 -0.0003 0.0001
H 2.395 5.711 1.170 -0.0049 -0.0014 0.0013
H 0.190 4.633 1.350 0.0044 0.0014 0.0021
H -2.828 3.835 1.218 -0.0001 -0.0002 0.0041
H -3.504 4.434 3.546 -0.0014 0.0004 -0.0070
H -3.462 3.772 5.950 0.0000 0.0000 0.0031
H -1.875 4.497 6.186 0.0019 -0.0009 0.0023
H -2.126 2.798 6.576 -0.0066 0.0043 0.0076
H -0.418 1.899 5.070 0.0026 -0.0022 -0.0016
H 0.267 1.330 2.761 -0.0019 -0.0001 0.0014
C -3.106 -2.351 -0.086 0.1164 0.0202 0.0301
H -3.865 -1.982 1.873 0.0023 -0.0060 0.0050
H -3.432 -2.278 -1.132 -0.0051 -0.0041 -0.0132
```
Positions in Å, forces in eV/Å.

* net charge: 0
* lowest unoccupied orbital energy (spin up / spin down): 0.0083 / -0.0120 hartree
* E: -198297.692 eV
* molecular weight: 937.24 g/mol
* energy relative to the best compared isomer or geometry (same formula, charge and spin): 39.7 kJ/mol
* 2S+1: 3

Atomic partial charges in e from the Mulliken method, atoms 1 to 4: -0.495, -1.323, 0.973, -1.317